# 1
A single C14H21ClN2O2S molecule, computed with ωB97M-V with the def2-TZVPD basis set.

```
41
C14H21ClN2O2S ωB97M-V with the def2-TZVPD basis set
C 0.189 -0.776 -1.628
C -0.890 -1.308 -0.682
C -1.537 -2.555 -1.286
C -1.959 -0.225 -0.406
N -1.394 0.852 0.396
C -1.184 2.101 -0.322
C -2.494 2.914 -0.205
C -3.220 2.285 0.994
C -2.203 1.261 1.533
N -0.340 -1.670 0.617
S 1.113 -2.428 0.804
O 1.186 -2.806 2.184
O 1.256 -3.439 -0.202
C 2.386 -1.177 0.544
C 2.357 -0.017 1.293
C 3.339 0.942 1.111
C 4.343 0.714 0.180
Cl 5.566 1.907 -0.054
C 4.382 -0.458 -0.563
C 3.392 -1.408 -0.373
H 0.695 0.080 -1.188
H -0.259 -0.476 -2.572
H 0.917 -1.558 -1.822
H -1.980 -2.326 -2.252
H -0.780 -3.324 -1.406
H -2.308 -2.935 -0.621
H -2.356 0.134 -1.361
H -2.777 -0.700 0.141
H -0.367 2.635 0.174
H -0.895 1.917 -1.355
H -3.088 2.821 -1.114
H -2.284 3.970 -0.047
H -4.129 1.775 0.673
H -3.491 3.018 1.750
H -1.538 1.748 2.254
H -2.670 0.405 2.019
H -0.445 -0.924 1.290
H 1.574 0.130 2.021
H 3.333 1.855 1.685
H 5.176 -0.621 -1.275
H 3.387 -2.332 -0.928
```

Computed properties:
Molecular weight, g mol⁻¹: 316.85
SMILES string: CC(C)(CN1CCCC1)NS(=O)(=O)c1ccc(Cl)cc1
Charge: 0
Kohn-Sham gap, eV: 9.666
E_LUMO, hartree: 0.0194
DFT total energy, hartree: -1664.43081

natural (NBO) atomic charge list, values in e, 5 entries: -0.644 0.118 -0.620 -0.218 -0.475

# 2
A molecular structure, C14H21F6MnN10O4S3, computed with ωB97M-V with the def2-TZVPD basis set.

```
59
C14H21F6MnN10O4S3 ωB97M-V with the def2-TZVPD basis set
Mn -0.229 -0.252 0.805
C 3.515 -2.383 1.031
C 2.132 -1.897 0.781
N 1.591 -0.871 1.332
N 2.373 -0.054 2.132
C 1.715 0.964 2.762
N 2.490 1.857 3.367
S 0.034 1.071 2.811
C 1.247 -2.527 -0.218
C 1.604 -3.642 -0.956
C 0.728 -4.111 -1.923
C -0.477 -3.457 -2.114
C -0.766 -2.354 -1.328
N 0.076 -1.893 -0.409
H 3.874 -2.045 2.000
H 4.189 -2.003 0.262
H 3.547 -3.471 1.018
H 3.277 0.167 1.710
H 3.494 1.779 3.380
H 2.060 2.665 3.785
H 2.556 -4.127 -0.798
H 0.989 -4.972 -2.523
H -1.183 -3.789 -2.862
H -1.692 -1.803 -1.434
F 1.190 3.781 -3.338
C 0.494 2.994 -2.537
F 0.359 1.798 -3.105
F -0.732 3.512 -2.371
S 1.306 2.855 -0.891
O 0.463 1.907 -0.181
O 1.355 4.186 -0.386
N 2.744 2.326 -1.207
S 3.128 0.808 -1.267
O 2.048 -0.094 -1.577
O 3.994 0.433 -0.169
C 4.229 0.803 -2.738
F 3.553 1.182 -3.814
F 5.264 1.607 -2.556
F 4.669 -0.445 -2.916
C -3.506 2.701 -0.701
N -3.950 1.623 0.174
C -5.395 1.461 0.279
C -3.061 0.657 0.503
N -1.903 0.503 -0.042
N -3.457 -0.175 1.547
C -2.748 -1.246 2.071
N -3.495 -1.981 2.943
N -1.514 -1.457 1.801
H -4.201 3.532 -0.593
H -3.490 2.398 -1.753
H -2.517 3.046 -0.406
H -5.837 2.271 0.860
H -5.651 0.508 0.733
H -5.837 1.470 -0.719
H -1.744 1.134 -0.818
H -4.202 0.173 2.128
H -4.486 -2.063 2.796
H -3.053 -2.751 3.414
H -1.166 -2.310 2.226
```

Computed properties:
Molecular weight, g mol⁻¹: 658.52
Spin multiplicity: 2
Charge: +1
Kohn-Sham gap (spin up / spin down), eV: 8.112 / 7.575
Energy relative to the best compared isomer or geometry (same formula, charge and spin), kcal per mole: 0.0
E_LUMO (spin up / spin down), hartree: -0.1159 / -0.1158
DFT total energy, hartree: -4339.24655

natural (NBO) atomic charge list, values in e, 5 entries: 0.923 -0.696 0.310 -0.265 -0.462

# 3
3 unconnected molecules or ions with the total composition C14H21F6O7P, computed with ωB97M-V with the def2-TZVPD basis set.

```
49
C14H21F6O7P ωB97M-V with the def2-TZVPD basis set
C -4.333 -2.233 5.122
C -4.779 -3.501 4.965
O -4.571 -4.252 3.833
C -3.346 -4.169 3.249
O -2.302 -4.101 3.816
O -3.478 -4.302 1.918
P -2.948 -2.941 1.050
C -1.119 -3.079 0.944
C -3.461 -3.374 -0.662
C -4.701 -4.277 -0.735
H -4.553 -1.437 4.420
H -3.787 -2.009 6.033
H -5.441 -3.983 5.679
H -0.752 -4.047 1.280
H -0.687 -2.245 1.489
H -0.842 -2.977 -0.108
H -2.636 -3.896 -1.156
H -3.605 -2.449 -1.218
H -4.601 -5.132 -0.072
H -4.780 -4.665 -1.751
H -5.610 -3.717 -0.524
C 1.321 2.761 3.204
C 0.855 1.339 2.987
O 0.374 1.146 1.639
C 1.295 0.922 0.718
O 2.478 0.862 0.876
C 0.614 0.689 -0.643
F -0.351 1.583 -0.875
F 0.057 -0.530 -0.675
F 1.496 0.771 -1.635
H 0.527 3.464 2.951
H 1.603 2.908 4.246
H 2.181 2.992 2.576
H 0.008 1.109 3.629
H 1.642 0.619 3.206
C 4.074 2.478 -2.594
C 3.603 2.447 -4.030
O 3.516 3.777 -4.584
C 4.648 4.296 -5.031
O 5.727 3.784 -5.026
C 4.376 5.692 -5.627
F 3.575 6.412 -4.836
F 3.781 5.569 -6.821
F 5.511 6.361 -5.792
H 3.432 3.125 -1.996
H 4.055 1.476 -2.169
H 5.090 2.866 -2.521
H 2.596 2.042 -4.093
H 4.248 1.827 -4.652
```

Computed properties:
Molecular weight, g mol⁻¹: 446.28
SMILES string: C=COC(=O)OP(C)CC.CCOC(=O)C(F)(F)F.CCOC(=O)C(F)(F)F
Charge: 0
Kohn-Sham gap, eV: 9.007
E_LUMO, hartree: 0.0145
DFT total energy, hartree: -2013.25293

natural (NBO) atomic charge list, values in e, 5 entries: -0.542 0.189 -0.511 1.008 -0.568

# 4
A molecular structure, C14H21FeO5P, computed with ωB97M-V with the def2-TZVPD basis set.

```
42
C14H21FeO5P ωB97M-V with the def2-TZVPD basis set
O 2.463 0.556 -1.627
C 1.520 0.397 -0.981
Fe 0.057 0.072 -0.028
O -0.675 2.922 -0.521
C -0.470 1.811 -0.271
C 0.617 -1.643 0.172
O 1.118 -2.682 0.237
C 0.753 0.417 1.640
O 1.322 0.654 2.619
C -0.947 -0.446 -1.466
O -1.466 -0.723 -2.460
C -2.113 2.339 2.553
C -2.427 0.865 2.841
C -3.852 0.755 3.394
P -1.984 -0.277 1.440
C -1.802 -1.931 2.292
C -2.464 -2.133 3.661
C -2.068 -3.121 1.364
C -3.494 -0.402 0.343
C -4.770 -1.012 0.927
C -3.791 0.962 -0.278
H -2.731 2.748 1.741
H -1.056 2.499 2.316
H -2.350 2.907 3.463
H -1.719 0.525 3.618
H -4.596 1.212 2.729
H -4.159 -0.267 3.627
H -3.883 1.313 4.340
H -0.713 -1.894 2.485
H -3.552 -2.257 3.600
H -2.058 -3.061 4.086
H -2.231 -1.328 4.368
H -1.658 -2.988 0.357
H -1.545 -3.984 1.795
H -3.134 -3.379 1.301
H -3.137 -1.085 -0.447
H -5.268 -0.344 1.639
H -5.467 -1.143 0.086
H -4.630 -1.999 1.386
H -2.912 1.407 -0.751
H -4.558 0.815 -1.048
H -4.184 1.669 0.464
```

Computed properties:
Molecular weight, g mol⁻¹: 356.14
Spin multiplicity: 5
Charge: +2
Kohn-Sham gap (spin up / spin down), eV: 7.449 / 5.492
Energy relative to the best compared isomer or geometry (same formula, charge and spin), kcal per mole: 0.0
E_LUMO (spin up / spin down), hartree: -0.3064 / -0.4315
DFT total energy, hartree: -2526.49983

natural (NBO) atomic charge list, values in e, 5 entries: -0.237 0.452 0.618 -0.336 0.465

# 5
A molecular structure, C14H21KN3O6S2, computed with ωB97M-V with the def2-TZVPD basis set.

```
47
C14H21KN3O6S2 ωB97M-V with the def2-TZVPD basis set
K -0.331 0.101 -0.679
O 2.155 -0.827 0.913
C 2.101 -1.258 2.240
C 0.785 -0.934 2.956
N -0.387 -1.226 2.176
C -0.576 -2.580 1.695
C -0.832 -2.445 0.186
O -1.998 -2.437 -0.233
O 0.177 -2.193 -0.514
C -1.579 -0.572 2.665
C -1.720 0.910 2.197
O -2.466 1.648 2.838
O -1.118 1.182 1.132
H 1.510 -1.378 0.420
H 2.917 -0.750 2.772
H 2.309 -2.343 2.293
H 0.753 0.137 3.164
H 0.791 -1.460 3.940
H -1.406 -3.094 2.203
H 0.336 -3.159 1.841
H -1.670 -0.625 3.768
H -2.448 -1.087 2.247
C -3.635 2.104 -0.210
S -2.072 2.887 -0.681
O -1.432 1.950 -1.652
C -2.826 4.163 -1.712
C -3.436 5.245 -1.096
C -4.000 6.242 -1.869
C -3.938 6.165 -3.251
C -3.311 5.093 -3.858
C -2.752 4.087 -3.089
H -4.310 2.083 -1.060
H -4.048 2.644 0.632
H -3.378 1.109 0.124
H -3.463 5.305 -0.021
H -4.482 7.084 -1.393
H -4.374 6.948 -3.854
H -3.254 5.038 -4.937
H -2.248 3.245 -3.536
N -1.723 -2.811 -3.027
C -1.724 -1.640 -3.678
N -2.360 -0.620 -3.066
S -0.992 -1.430 -5.156
H -1.836 -2.777 -2.004
H -1.110 -3.513 -3.405
H -2.639 -0.732 -2.103
H -2.141 0.317 -3.369
```

Computed properties:
Molecular weight, g mol⁻¹: 430.57
Charge: -1
Kohn-Sham gap, eV: 7.681
E_LUMO, hartree: 0.0879
DFT total energy, hartree: -2558.26540

natural (NBO) atomic charge list, values in e, 5 entries: 0.931 -0.756 -0.061 -0.227 -0.459